# C4H11NOS

One molecule with the formula C4H11NOS in a non-equilibrium geometry (the ωB97M-V functional and the def2-TZVPD basis, OMol25).

Computed properties:
M   121.205 g mol⁻¹
Strongest force on any atom   1.40 eV/Å
SMILES string   CN[C@H](CO)CS
Total energy   -18698.386 eV
HOMO   -0.31626 hartree
Energy relative to the best compared isomer or geometry (same formula, charge and spin)   1.533 eV
2S+1   1

XYZ file:
```
18
C4H11NOS | OMol25 | the ωB97M-V functional and the def2-TZVPD basis
C 1.13371 -1.29408 -2.16926
N 1.56808 -0.46620 -1.08741
C 0.64609 -0.00934 -0.05467
C -0.48048 0.82011 -0.67405
S -1.66573 1.51186 0.55659
C 0.10267 -1.18650 0.77851
O 0.47109 -1.03283 2.15007
H 2.00598 -1.72651 -2.63723
H 0.57210 -2.15098 -1.76934
H 0.47687 -0.81198 -2.90354
H 2.21631 0.25848 -1.33759
H 1.18056 0.62962 0.65372
H -1.16259 0.17036 -1.19721
H -0.14323 1.62718 -1.30781
H -0.84829 1.81220 1.57550
H -0.98252 -1.25902 0.66570
H 0.62853 -2.07589 0.41538
H -0.32560 -0.96424 2.68105
```

Löwdin atomic charge list, values in e, 2 entries: C -0.136; N -0.104